1.
Computed, not measured: a cluster of 2 separate species, C4H6BrNO in total in a non-equilibrium geometry, with wB97M-V/def2-TZVPD.

Lowest unoccupied orbital energy (alpha / beta) ... -1.9 / -1.9 eV
Multiplicity ... 1
HOMO (alpha / beta) ... -9.180 / -9.182 eV
Frontier orbital gap (alpha / beta) ... 7.27 / 7.27 eV
Relative energy (zero: lowest compared OMol25 entry of this formula, charge and spin) ... 4.270 eV

Each line ends with the Löwdin charge.
Positions of all 13 atoms, in Å:
C  -1.971  1.266  -0.501  -0.32
C  1.762  -0.625  -0.198  -0.11
C  0.778  0.177  0.649  -0.45
C  -1.900  -0.109  -0.513  -0.62
N  -2.188  2.402  -0.371  0.20
O  -0.365  -0.375  1.040  -0.16
Br  -3.249  -1.086  0.170  0.89
H  2.082  -1.652  0.120  0.08
H  1.465  -0.689  -1.294  0.08
H  2.783  -0.146  -0.146  0.08
H  0.605  1.220  0.537  0.09
H  1.435  0.212  1.695  0.18
H  -1.237  -0.596  -1.188  0.06

---

2.
Computed, not measured: an isolated molecule of C4H6BrNO4 in a non-equilibrium geometry, with wB97M-V/def2-TZVPD.

Lowest unoccupied orbital energy (alpha / beta) ... 0.5 / -4.4 eV
Multiplicity ... 3
HOMO (alpha / beta) ... -6.220 / -10.297 eV
Frontier orbital gap (alpha / beta) ... 6.68 / 5.93 eV
Relative energy (zero: lowest compared OMol25 entry of this formula, charge and spin) ... 0.000 eV

Each line ends with the Löwdin charge.
Positions of all 16 atoms, in Å:
C  -0.521  0.442  -0.022  -0.09
C  0.415  -0.068  -1.147  -0.22
C  0.316  0.036  1.225  -0.15
C  2.242  0.565  0.021  -0.73
N  3.509  1.515  -0.017  -0.42
O  3.961  1.797  -1.080  0.08
O  3.915  1.751  1.077  0.07
O  1.607  0.654  -1.171  -0.02
O  1.606  0.638  1.170  -0.04
Br  3.183  -1.401  -0.011  0.84
H  -0.651  1.444  -0.193  0.09
H  -1.526  -0.168  0.102  0.17
H  0.559  -1.082  -0.935  0.07
H  -0.112  -0.050  -2.070  0.13
H  -0.243  0.462  2.191  0.18
H  0.552  -0.960  1.167  0.07

---

3.
Computed, not measured: an isolated molecule of C4H6BrNOS in a non-equilibrium geometry, with wB97M-V/def2-TZVPD.

Lowest unoccupied orbital energy (alpha / beta) ... 0.2 / -0.4 eV
Multiplicity ... 1
HOMO (alpha / beta) ... -7.859 / -7.464 eV
Frontier orbital gap (alpha / beta) ... 8.01 / 7.07 eV
Relative energy (zero: lowest compared OMol25 entry of this formula, charge and spin) ... 4.618 eV

Each line ends with the Löwdin charge.
Positions of all 14 atoms, in Å:
C  0.090  -0.197  0.507  -0.67
C  -0.621  2.091  -0.977  -0.05
C  -1.866  -0.232  -1.174  -0.96
C  0.710  -1.198  1.478  -0.11
N  -0.033  0.972  1.023  0.07
O  -0.591  2.004  0.296  -0.13
S  -0.385  -1.107  -0.940  0.87
Br  -3.057  -0.117  0.300  0.66
H  0.020  1.657  -1.653  0.05
H  -1.405  2.598  -1.497  0.09
H  -2.213  -0.118  -2.149  -0.03
H  -0.153  -1.798  1.893  0.10
H  1.253  -0.721  2.266  0.07
H  1.407  -1.878  1.115  0.04

---

4.
Computed, not measured: a structure of composition C4H6CdFO4 in a non-equilibrium geometry, with wB97M-V/def2-TZVPD.

Lowest unoccupied orbital energy (alpha / beta) ... -8.3 / -8.3 eV
Net charge ... +1
Multiplicity ... 1
HOMO (alpha / beta) ... -11.779 / -11.781 eV
Frontier orbital gap (alpha / beta) ... 3.52 / 3.52 eV
Relative energy (zero: lowest compared OMol25 entry of this formula, charge and spin) ... 4.444 eV

Each line ends with the Löwdin charge.
Positions of all 16 atoms, in Å:
C  2.899  2.057  2.444  -0.21
O  2.471  0.733  2.477  -0.23
H  3.750  2.213  1.749  0.07
H  2.071  2.720  2.117  0.09
H  3.236  2.410  3.441  0.08
C  4.759  -2.329  4.776  -0.72
O  3.563  -2.494  4.282  -0.16
C  3.189  -0.684  3.574  -0.14
C  4.691  -0.499  3.400  -0.02
O  5.352  -1.217  4.480  0.12
O  5.074  -3.048  5.744  -0.06
F  2.739  -0.151  4.757  0.07
H  2.582  -1.299  2.908  0.15
H  5.025  -0.918  2.447  0.16
H  5.002  0.542  3.512  0.15
Cd  3.539  -4.286  5.381  1.64

---

5.
Computed, not measured: an isolated molecule of C4H6Cl2 in a non-equilibrium geometry, with wB97M-V/def2-TZVPD.

Lowest unoccupied orbital energy ... 0.8 eV
Multiplicity ... 1
HOMO ... -9.926 eV
Frontier orbital gap ... 10.72 eV
Relative energy (zero: lowest compared OMol25 entry of this formula, charge and spin) ... 3.199 eV
SMILES string ... ClC(Cl)C1CC1

Each line ends with the Löwdin charge.
Positions of all 12 atoms, in Å:
C  -0.610  -0.303  0.166  -1.06
C  -0.302  0.346  -1.168  -0.40
C  0.900  0.022  -2.130  -0.19
C  0.935  1.143  -1.196  -0.24
H  -1.077  -1.299  -0.183  0.08
H  -1.149  0.390  -2.078  0.19
H  0.501  0.099  -3.126  0.09
H  1.626  -0.756  -1.836  0.09
H  1.473  2.204  -1.757  0.19
H  1.501  0.755  -0.318  0.05
Cl  -1.340  0.748  1.377  0.61
Cl  0.845  -1.257  0.697  0.58

---

6.
Computed, not measured: a cluster of 2 separate species, C4H6Cl2F2 in total in a non-equilibrium geometry, with wB97M-V/def2-TZVPD.

Lowest unoccupied orbital energy (alpha / beta) ... -0.4 / 0.2 eV
Multiplicity ... 1
HOMO (alpha / beta) ... -8.081 / -8.600 eV
Frontier orbital gap (alpha / beta) ... 7.67 / 8.84 eV
Relative energy (zero: lowest compared OMol25 entry of this formula, charge and spin) ... 3.462 eV

Each line ends with the Löwdin charge.
Positions of all 14 atoms, in Å:
C  -0.438  2.078  -0.859  0.01
C  1.103  -2.619  0.595  -0.51
C  -0.824  0.111  0.711  -0.47
C  -0.279  0.586  -0.586  -0.67
F  1.057  0.265  -0.714  0.03
F  -0.892  -0.117  -1.589  0.05
Cl  1.612  -1.974  2.037  0.55
Cl  0.016  0.391  2.137  0.66
H  -1.498  2.314  -0.911  0.09
H  0.037  2.319  -1.808  0.09
H  0.029  2.645  -0.057  0.08
H  0.253  -3.270  0.605  0.00
H  1.557  -2.269  -0.308  0.00
H  -1.732  -0.460  0.747  0.07